Record 1
A cluster of 2 separate species, C4H13NO in total at a distorted geometry, computed with wB97M-V/def2-TZVPD.

For the gap between HOMO and LUMO, the calculation gives 0.3531 Eh. As for the SMILES: CCN(C)C.O. The largest force on an atom comes out at 2.53 eV/Å.

Structure (ORCA input):
```
! wB97M-V def2-TZVPD RIJCOSX def2/J DEFGRID3
* xyz 0 1
C -0.186 -1.357 0.825
H -1.238 -1.637 0.693
H -1.876 -0.041 -0.874
H -0.175 3.641 -0.563
H 0.117 -1.771 2.928
H 1.112 -0.603 2.262
H 1.592 0.749 -1.075
C -0.886 -0.314 -1.226
H -0.887 3.372 -1.873
N 0.024 -0.188 -0.086
H -0.628 0.399 -2.003
O -1.044 3.688 -0.974
H 1.648 -0.962 -1.294
H 2.097 -0.183 0.273
H -0.843 -1.311 -1.692
H 0.300 -2.231 0.381
C 1.397 -0.189 -0.554
H -0.593 -0.150 2.604
C 0.071 -0.912 2.248
*
```

---

Record 2
An isolated molecule of C19H28N4O4S at a distorted geometry, computed with wB97M-V/def2-TZVPD.

For the gap between HOMO and LUMO, the calculation gives 0.2940 Eh. As for the SMILES: CC(=O)Nc1ccc(S(=O)(=O)N2CCN(C(=O)N3CCCCCC3)CC2)cc1. The largest force on an atom comes out at 18.37 eV/Å.

Structure (ORCA input):
```
! wB97M-V def2-TZVPD RIJCOSX def2/J DEFGRID3
* xyz 0 1
C 2.746 -0.140 0.592
H 6.706 1.267 0.581
S -1.680 1.971 0.014
C 5.942 0.302 0.196
C 4.003 -0.180 -1.256
O -1.233 2.522 -1.304
C -0.237 -0.184 -0.098
C 0.178 1.209 1.796
C 1.344 1.927 1.295
H -8.514 -2.814 -0.937
C 5.665 -2.089 0.085
C -3.969 0.645 1.205
C -7.494 -1.393 0.350
H 2.164 2.034 1.816
H 3.320 0.630 -2.062
H 5.934 -2.051 -1.084
H 0.766 1.453 -1.560
H 3.786 -2.781 -0.227
H -5.478 0.502 -2.443
N 3.558 -0.710 -0.154
H 1.321 2.647 0.530
H -3.403 0.974 1.957
H 5.206 1.640 -1.467
H -9.362 -2.536 0.585
O 2.678 -0.269 2.034
C 6.559 -0.717 0.533
H 6.039 0.296 -1.821
N -6.782 -0.793 -0.589
C -3.267 1.299 -0.203
O -7.258 -1.357 1.509
H -0.186 -0.887 0.434
H 4.058 -2.074 1.230
H -1.098 -0.257 -0.802
C -4.945 0.387 -1.489
C -3.844 1.139 -1.435
H 6.116 -3.111 0.367
H 7.519 -1.005 0.209
O -1.843 3.268 1.150
H -9.419 -1.119 -0.574
C 1.102 0.591 -0.919
C -5.128 0.000 0.959
N 1.979 0.924 0.231
N -0.848 0.899 0.937
C -8.823 -1.989 -0.210
H 6.588 -0.767 1.690
H -0.320 2.203 2.301
H -6.956 -0.726 -1.625
H 4.278 -1.112 -1.999
H 5.157 0.748 0.719
C 4.285 -2.050 0.348
C -5.610 -0.264 -0.511
H -3.376 1.624 -2.292
H 1.511 -0.455 -1.461
H 0.635 0.429 2.388
C 5.479 0.571 -1.241
H -5.552 -0.269 1.720
*
```

---

Record 3
An isolated molecule of C20H18F3NO5 at a distorted geometry, computed with wB97M-V/def2-TZVPD.

For the gap between HOMO and LUMO, the calculation gives 0.3179 Eh. As for the SMILES: COCn1cc([C@](O)(C(=O)O)C(F)(F)F)c2cccc(OCc3ccccc3)c21. The largest force on an atom comes out at 3.16 eV/Å.

Structure (ORCA input):
```
! wB97M-V def2-TZVPD RIJCOSX def2/J DEFGRID3
* xyz 0 1
H -3.663 1.701 1.255
C 2.945 -5.123 0.250
H -4.274 -0.621 1.836
H 1.516 -0.440 -4.167
O -0.038 5.273 -1.099
O -3.273 3.468 -0.589
C 0.060 2.080 -0.602
C -1.211 2.396 -0.171
H 0.071 5.898 -1.831
H 2.469 -1.655 1.856
H -2.684 -2.463 1.313
C 3.873 -3.115 1.185
C -1.894 3.785 -0.234
C 1.633 -4.646 0.512
C -3.307 -0.401 1.391
N 0.278 0.728 -0.460
H 0.750 -5.289 0.234
H 3.122 -6.083 -0.226
O -1.870 4.859 -2.347
H -0.498 -3.729 1.658
C 0.116 -2.868 1.441
C -1.201 -1.154 0.536
C 1.478 0.004 -0.928
H 1.344 -1.098 -0.882
F -2.479 3.836 2.090
C -1.244 4.699 -1.295
F -2.334 5.782 1.134
C -0.856 0.155 0.145
H 0.089 -2.188 2.312
C -1.822 4.528 1.140
H 0.771 2.789 -1.038
F -0.537 4.670 1.582
O -0.336 -2.189 0.263
H 5.071 -4.777 0.532
C -2.970 0.899 1.060
C -2.432 -1.437 1.100
H 0.337 -1.021 -2.915
C 2.595 -2.652 1.425
C -1.781 1.170 0.387
H 0.215 0.621 -3.608
C 1.481 -3.395 1.135
C 4.057 -4.394 0.624
O 1.809 0.354 -2.289
H 4.704 -2.437 1.426
H -3.317 3.359 -1.562
C 0.921 -0.162 -3.286
H 2.314 0.282 -0.294
*
```

---

Record 4
A structure of composition C38H34AuF15GeN6S2Si at a distorted geometry, computed with wB97M-V/def2-TZVPD.

For the gap between HOMO and LUMO (spin up / spin down), the calculation gives 0.1848 / 0.1871 Eh. The largest force on an atom comes out at 1.37 eV/Å.

Structure (ORCA input):
```
! wB97M-V def2-TZVPD RIJCOSX def2/J DEFGRID3
* xyz 0 1
H -3.275 -2.536 -5.516
N -2.389 -1.019 -3.576
H 1.676 3.340 3.324
F -0.938 -7.358 0.389
H 5.220 0.262 -0.788
C 0.546 -5.596 -1.734
H -4.001 4.663 -2.555
N -1.279 3.529 0.798
F -1.581 -6.207 -2.572
C 0.883 -4.157 3.781
N 1.922 -0.039 0.241
H 3.313 -0.431 -2.753
N -0.791 1.144 0.969
C -2.068 -6.628 0.399
C -1.505 2.263 -2.178
H -5.636 2.817 -2.552
H -4.998 -0.396 -3.661
H -6.454 -0.674 -4.606
H -3.679 -3.958 -4.583
F 3.792 -6.254 -3.240
H -3.344 -2.486 -2.459
C 1.651 -6.904 -3.958
Si 3.140 -1.124 -0.410
C 3.392 3.357 0.414
C -4.606 2.622 -2.855
F -3.215 -3.254 -0.062
Ge -0.198 -4.527 -0.259
C 2.475 -6.260 -3.053
C -5.389 -0.907 -4.541
H 3.168 -2.298 1.702
H -4.905 -0.478 -5.425
F -5.585 -7.163 0.885
S -0.159 -2.559 -1.221
H -3.711 3.629 -1.174
H 1.113 1.069 2.512
C 0.684 -4.855 1.467
C -2.817 -2.416 -3.409
C 2.952 -2.626 0.678
C -2.192 -0.105 -2.624
H 1.914 -1.511 -2.558
H 3.635 -3.441 0.429
N -0.035 5.525 1.621
F 2.170 -7.525 -5.004
F 0.558 -3.316 4.759
C -3.661 3.666 -2.267
F -5.530 -4.499 0.395
H -5.729 -2.901 -5.274
H 5.544 -1.329 -0.095
C -0.926 2.313 0.883
H 4.945 -0.027 0.936
H 3.549 -2.181 -2.636
C 3.063 2.091 -0.046
H -1.637 4.378 -2.309
F 2.732 -4.967 -1.144
C -5.170 -2.417 -4.468
C -0.573 4.563 1.266
F -3.275 -8.591 0.895
H -4.576 2.630 -3.950
C -2.199 3.523 -2.689
C 2.212 1.245 0.683
C 1.721 1.732 1.912
C -3.710 -2.866 -4.562
C 2.096 -6.075 3.006
C -0.245 -6.227 -2.681
F 2.928 -7.083 3.249
H -2.160 -0.753 -4.524
H -2.117 3.565 -3.784
C 4.865 -0.470 -0.060
N -1.763 1.093 -3.019
H -1.930 -3.044 -3.334
H 3.426 1.750 -1.013
H -5.591 -2.797 -3.532
C -4.431 -6.559 0.645
C -3.186 -4.580 0.147
Au -0.283 -0.570 -0.015
C 2.064 2.988 2.376
C -4.398 -5.201 0.393
C 1.911 -5.616 -1.971
F 2.281 -5.358 5.231
C -3.252 -7.285 0.653
H -4.357 1.616 -2.514
H 4.034 3.996 -0.181
H 3.137 4.805 1.978
C 0.358 -4.015 2.515
H -1.614 1.225 -4.009
S -2.606 -0.476 -0.983
C 2.949 -1.342 -2.264
H -0.424 2.415 -2.127
H 1.934 -2.993 0.649
C 1.550 -5.898 1.749
C 1.764 -5.197 4.023
C -1.993 -5.270 0.132
F -0.495 -2.999 2.293
C 0.282 -6.883 -3.775
C 2.891 3.814 1.622
F -0.515 -7.482 -4.657
H -1.853 2.011 -1.188
F 1.879 -6.786 0.806
*
```

---

Computed molecular weight, in the same sequence as the records: 91.154; 408.524; 409.360; 1221.499 g/mol.
Computed energy above the lowest of the compared OMol25 structures with the same formula, charge and spin, in the same sequence as the records: 102.01; 2022.07; 0.17; 174.51 kJ/mol.